Entry 1:
DFT (wB97M-V/def2-TZVPD) results for 2 unconnected molecules or ions with the total composition CH7NS2 at a distorted geometry.

```
11
Properties=species:S:1:pos:R:3:forces:R:3:nbo_charge:R:1
C 2.164 -0.113 -0.214 0.41 -0.61 0.01 -0.431
N 0.762 0.350 -0.357 0.70 0.16 -1.93 -0.830
H 2.835 0.245 -1.054 -0.40 -0.04 1.34 0.181
H 2.416 0.162 0.820 0.86 0.16 -0.64 0.200
H 2.262 -1.237 -0.252 -0.53 1.06 0.05 0.192
H 0.803 1.316 -0.774 -0.17 -1.10 0.87 0.358
H 0.446 -0.202 -1.160 -0.58 0.27 0.27 0.348
S -4.089 0.693 0.737 1.76 1.18 -0.57 0.031
S -2.153 -0.266 1.034 -2.96 -2.31 3.07 -0.446
H -4.589 -0.429 0.277 -0.23 -0.67 -0.38 0.127
H -0.857 -0.520 0.943 1.14 1.91 -2.09 0.270
```
Positions in Å, forces in eV/Å.

The value obtained for the energy relative to the best compared isomer or geometry (same formula, charge and spin) is 328.8 kJ/mol. The strongest force on any atom comes out at 4.849 eV/A. The structure (SMILES) is CN.SS. Its HOMO-LUMO gap is 6.945 eV. The LUMO energy is -1.478 eV.



Entry 2:
DFT (wB97M-V/def2-TZVPD) results for a molecular structure, C20H55GeN4RhSSi3.

```
85
Properties=species:S:1:pos:R:3:forces:R:3:mulliken_charge:R:1
Rh 0.620 -0.282 -0.885 0.04 0.20 -0.20 1.041
C 2.850 0.789 -2.122 -0.07 0.01 0.00 -1.187
N 2.667 0.084 -0.823 -0.02 0.23 -0.10 0.490
C 3.195 0.962 0.244 -0.06 -0.05 -0.05 -0.755
C 3.427 -1.192 -0.836 -0.05 -0.04 0.11 -0.486
C 2.653 -2.188 -1.652 0.00 -0.10 -0.03 -0.912
N 1.263 -2.242 -1.109 -0.05 -0.01 -0.08 0.772
C 0.359 -2.832 -2.125 0.06 -0.06 0.05 -1.079
C 1.231 -3.102 0.097 -0.01 0.07 0.03 -1.415
H 3.913 0.875 -2.355 0.02 0.01 0.01 0.371
H 2.423 1.786 -2.048 -0.02 0.00 -0.02 0.327
H 2.363 0.244 -2.933 0.01 0.01 -0.01 0.420
H 4.248 1.182 0.051 0.00 0.02 -0.01 0.380
H 3.108 0.459 1.199 0.00 -0.06 0.07 -0.222
H 2.633 1.893 0.266 -0.03 0.00 0.00 0.210
H 3.511 -1.530 0.194 0.07 -0.01 0.05 -0.051
H 4.435 -1.023 -1.220 0.02 -0.06 -0.03 0.466
H 3.104 -3.182 -1.612 0.02 0.00 -0.01 0.420
H 2.601 -1.895 -2.700 0.00 -0.01 0.00 0.432
H 0.705 -3.832 -2.398 0.00 -0.02 0.00 0.429
H 0.349 -2.208 -3.019 0.07 -0.01 0.03 0.348
H -0.646 -2.902 -1.709 0.03 -0.01 -0.01 0.186
H 1.579 -4.105 -0.158 0.00 -0.02 0.00 0.404
H 0.211 -3.161 0.461 -0.04 -0.01 0.01 0.050
H 1.865 -2.685 0.873 0.02 -0.02 -0.01 -0.024
C -2.905 2.406 1.271 -0.07 -0.04 -0.15 -0.860
Si -1.238 2.234 2.034 0.01 -0.08 0.15 0.105
C -1.288 2.248 3.873 -0.04 0.13 -0.01 -0.976
C 0.113 3.266 1.303 0.00 0.04 -0.04 -0.096
Ge -0.077 -0.352 1.494 -0.09 0.24 -0.11 0.891
Si 1.545 -0.428 3.394 -0.13 -0.08 0.14 0.643
C 2.430 1.169 3.771 0.06 0.03 -0.09 -1.125
C 0.358 -0.857 4.768 0.02 -0.01 0.02 -1.086
C 2.704 -1.874 3.179 0.03 0.01 -0.01 -1.351
Si -2.160 -1.674 1.739 -0.15 -0.09 0.21 0.436
C -3.086 -1.683 0.124 -0.05 0.02 -0.05 -0.595
C -1.733 -3.393 2.346 0.06 0.02 0.03 -1.141
C -3.130 -0.889 3.125 -0.04 0.01 -0.01 -1.012
H -3.093 3.489 1.283 -0.02 -0.01 0.00 0.449
H -3.687 1.936 1.866 0.02 0.02 -0.02 0.388
H -2.978 2.076 0.236 -0.04 0.06 0.13 0.245
H -1.691 3.245 4.110 0.02 -0.02 0.02 0.469
H -0.309 2.183 4.336 0.05 -0.02 0.07 0.187
H -1.970 1.526 4.316 -0.01 -0.04 -0.03 0.339
H -0.287 4.284 1.213 0.03 0.00 0.03 0.526
H 0.421 2.951 0.306 -0.03 -0.02 0.04 -0.447
H 0.974 3.304 1.971 0.04 -0.01 -0.03 0.303
H 1.824 1.787 4.431 0.00 0.04 0.05 0.396
H 2.727 1.781 2.921 0.00 -0.02 -0.01 0.313
H 3.343 0.917 4.320 -0.03 0.01 0.01 0.477
H -0.416 -0.112 4.936 0.00 -0.01 0.00 0.280
H 0.958 -0.907 5.685 -0.02 -0.01 -0.01 0.465
H -0.112 -1.834 4.644 0.02 0.02 -0.02 0.292
H 3.441 -1.794 2.382 0.04 0.04 -0.05 0.384
H 2.158 -2.813 3.071 0.02 -0.01 0.02 0.365
H 3.272 -1.943 4.113 -0.02 -0.01 -0.01 0.511
H -2.433 -1.677 -0.749 0.01 -0.08 0.05 -0.442
H -3.738 -0.809 0.057 0.01 -0.02 -0.04 0.359
H -3.714 -2.577 0.077 -0.02 0.04 0.03 0.572
H -1.238 -4.076 1.660 0.02 0.03 -0.09 0.425
H -2.701 -3.847 2.586 0.01 0.01 0.01 0.478
H -1.164 -3.362 3.276 0.00 -0.03 -0.03 0.280
H -3.520 0.105 2.913 0.04 -0.03 -0.01 0.186
H -2.563 -0.861 4.058 -0.01 0.00 -0.02 0.329
H -3.994 -1.539 3.300 0.01 0.02 0.01 0.473
C -1.525 3.029 -4.817 0.06 -0.03 0.00 -1.217
N -0.927 2.468 -3.588 -0.04 0.02 0.00 0.108
C -0.286 3.485 -2.753 -0.01 -0.01 0.01 -0.833
C -1.201 1.243 -3.154 -0.01 0.01 -0.10 0.197
S -1.275 0.955 -1.402 0.37 -0.26 0.27 -0.359
N -1.521 0.265 -3.999 0.10 0.00 0.04 0.286
C -2.293 -0.912 -3.594 -0.07 -0.01 -0.08 -1.128
C -1.038 0.219 -5.387 -0.01 0.01 0.00 -1.248
H -1.909 4.016 -4.568 0.01 0.00 0.01 0.409
H -2.354 2.415 -5.150 -0.03 -0.03 0.00 0.427
H -0.789 3.132 -5.613 0.01 -0.01 0.00 0.375
H 0.377 4.078 -3.380 -0.01 -0.01 -0.02 0.419
H 0.288 3.022 -1.958 0.03 -0.01 -0.03 -0.102
H -1.037 4.146 -2.317 0.00 -0.01 0.00 0.349
H -2.856 -0.714 -2.690 -0.03 0.02 0.00 0.400
H -1.643 -1.776 -3.445 -0.10 0.10 -0.06 0.176
H -2.994 -1.148 -4.394 0.00 0.02 0.00 0.488
H -0.191 0.885 -5.515 0.00 0.02 0.01 0.405
H -1.816 0.475 -6.104 -0.03 0.00 0.01 0.368
H -0.718 -0.803 -5.588 0.01 -0.01 0.01 0.431
```
Positions in Å, forces in eV/Å.

The value obtained for the energy relative to the best compared isomer or geometry (same formula, charge and spin) is 0.0 kJ/mol. The strongest force on any atom comes out at 0.527 eV/A. As for the net charge: +3. Its spin multiplicity is 2. Its HOMO-LUMO gap (alpha / beta) is 6.873 / 5.973 eV. The LUMO energy (alpha / beta) is -9.572 / -10.750 eV.



Entry 3:
DFT (wB97M-V/def2-TZVPD) results for Cl2H2N2 in the gas phase at a distorted geometry.

```
6
Properties=species:S:1:pos:R:3:forces:R:3:nbo_charge:R:1
Cl -1.832 0.840 0.031 0.79 -0.12 0.59 -0.024
N -0.589 -0.469 -0.279 0.65 -0.22 1.37 -0.387
N 0.727 -0.433 0.279 -2.68 -0.18 -1.48 -0.429
Cl 1.648 0.975 -0.041 0.21 0.47 0.19 0.090
H -0.593 -0.302 -1.261 0.97 -0.30 -0.82 0.368
H 0.639 -0.611 1.270 0.06 0.36 0.16 0.381
```
Positions in Å, forces in eV/Å.

The value obtained for the energy relative to the best compared isomer or geometry (same formula, charge and spin) is 0.0 kJ/mol. The strongest force on any atom comes out at 3.071 eV/A. The structure (SMILES) is ClNNCl. Its HOMO-LUMO gap is 10.287 eV. The LUMO energy is 0.258 eV.



Entry 4:
DFT (wB97M-V/def2-TZVPD) results for 3 unconnected molecules or ions with the total composition C25H41I2N3O8PS2 at a distorted geometry.

```
82
Properties=species:S:1:pos:R:3:forces:R:3:mulliken_charge:R:1
C 0.653 2.153 3.873 -0.27 1.23 0.18 -1.094
C 0.700 3.473 2.993 1.02 0.33 0.47 -0.541
P 0.879 3.182 1.147 -1.35 0.08 -0.91 0.277
C 1.574 4.758 0.339 0.27 -0.54 -0.38 -0.980
C 2.121 1.770 0.807 2.18 1.05 1.44 -0.598
C 3.389 1.806 1.523 0.44 -2.31 -0.97 1.316
C 3.829 2.878 2.557 0.82 -0.15 0.82 -1.296
O 3.999 4.201 1.984 -1.40 -0.94 0.68 -0.108
N 5.200 4.133 1.258 0.35 -0.11 -1.42 0.064
O 4.997 4.341 0.122 0.47 0.23 0.74 -0.219
C 4.381 0.722 1.307 -2.74 0.28 -1.36 -0.720
C 4.037 -0.302 0.351 -0.27 1.42 0.65 0.593
C 5.102 -1.413 0.097 -0.94 -0.66 -0.04 -1.213
C 4.853 -2.635 1.091 0.16 1.15 0.12 0.074
O 4.509 -2.365 2.211 0.06 -0.61 -0.42 -0.431
C 2.731 -0.263 -0.329 1.63 -1.10 0.91 0.715
C 2.483 -1.461 -1.290 -0.46 0.71 -0.81 -0.096
C 3.050 -1.025 -2.725 0.85 0.13 0.01 -0.203
C 3.971 -2.153 -3.361 -0.73 0.32 -0.21 0.187
N 5.383 -1.898 -3.605 -0.72 0.73 0.50 -0.594
O 3.466 -3.201 -3.653 0.33 0.33 0.12 -0.447
N 1.820 0.754 -0.118 1.60 -0.25 1.11 1.144
C 0.538 0.760 -0.872 -0.92 0.73 -1.33 -2.152
I -1.211 0.420 0.387 0.77 -0.04 -0.45 0.220
C 0.381 2.038 -1.821 0.47 -0.45 -0.05 -0.349
C 1.746 2.504 -2.471 -0.71 0.66 -0.56 -0.819
I -0.907 1.363 -3.475 0.11 0.13 0.64 0.158
H 0.951 1.262 3.274 -0.28 0.49 0.78 0.268
H 1.306 2.332 4.767 -0.39 -0.57 -0.86 0.347
H -0.388 2.074 4.286 1.02 -0.40 -0.59 0.329
H 1.529 4.178 3.290 -0.83 -0.74 0.01 0.456
H -0.251 4.041 3.172 0.79 -0.46 -0.68 0.505
H 1.750 5.563 1.090 -0.06 -0.65 -0.62 0.358
H 0.816 5.068 -0.426 0.54 -0.12 0.87 0.393
H 2.513 4.520 -0.225 -0.74 0.40 0.78 0.124
H 3.192 2.909 3.480 0.31 0.28 -1.22 0.236
H 4.856 2.618 2.951 -1.02 -0.17 -0.50 0.438
H 5.350 0.699 1.862 -0.95 0.06 -0.60 0.409
H 5.057 -1.820 -0.944 0.34 0.60 0.89 -0.182
H 6.119 -1.013 0.348 -0.85 -0.36 -0.44 0.558
H 5.043 -3.693 0.749 -0.10 0.81 0.09 0.400
H 3.005 -2.398 -0.979 -0.39 1.02 0.13 0.628
H 1.398 -1.744 -1.364 1.11 0.37 0.11 -0.726
H 3.694 -0.108 -2.654 -0.67 -0.70 0.20 0.287
H 2.216 -0.760 -3.428 0.73 -0.50 0.53 0.302
H 5.507 -1.370 -4.478 -0.08 -0.56 0.18 0.312
H 5.756 -1.280 -2.873 -0.21 -0.17 -0.44 0.302
H 0.471 -0.082 -1.608 0.60 0.60 1.20 0.989
H -0.173 2.870 -1.334 0.50 -0.75 -0.31 0.705
H 2.587 1.780 -2.361 -0.68 0.64 0.12 0.001
H 1.560 2.629 -3.572 0.41 -0.11 1.08 0.550
H 2.008 3.533 -2.103 0.05 -1.17 -0.14 0.151
C -2.542 -5.175 -1.595 0.11 0.02 -0.11 -0.634
C -1.397 -4.806 -0.648 0.00 -0.17 0.06 -0.850
C -1.211 -3.287 -0.724 0.47 -0.23 0.24 -0.241
S -2.814 -2.608 -1.157 -0.28 -0.44 0.03 1.109
O -2.720 -2.006 -2.465 0.01 0.28 0.22 -0.680
O -3.353 -1.896 -0.021 -0.04 0.18 -0.27 -0.660
C -3.656 -4.174 -1.309 -0.09 -0.42 -0.03 -0.746
H -2.878 -6.201 -1.442 0.00 0.07 -0.02 0.383
H -2.210 -5.079 -2.632 -0.06 -0.02 0.03 0.279
H -1.661 -5.093 0.373 0.00 0.04 -0.05 0.354
H -0.475 -5.328 -0.907 -0.04 0.04 0.02 0.324
H -0.890 -2.872 0.231 -0.09 0.14 -0.09 0.395
H -0.505 -3.009 -1.507 -0.16 0.04 -0.07 0.018
H -4.399 -4.119 -2.103 0.02 0.19 0.06 0.433
H -4.141 -4.386 -0.355 0.00 0.12 -0.03 0.359
C -7.847 1.111 0.705 0.05 0.11 0.00 -0.643
C -6.444 0.882 0.134 -0.05 0.02 -0.11 -0.732
C -5.613 0.195 1.220 0.34 0.27 -0.35 0.302
S -6.771 -0.728 2.230 -0.10 -0.08 -0.22 1.123
O -6.788 -0.153 3.552 0.08 -0.23 0.00 -0.664
O -6.576 -2.140 2.010 0.04 0.07 0.32 -0.640
C -8.244 -0.205 1.365 -0.30 0.25 -0.20 -0.715
H -8.558 1.400 -0.070 0.02 -0.01 0.06 0.353
H -7.817 1.910 1.451 -0.05 -0.05 -0.02 0.305
H -6.510 0.235 -0.745 0.01 0.02 0.05 0.287
H -5.980 1.818 -0.184 -0.01 -0.06 0.01 0.371
H -4.882 -0.491 0.795 -0.06 -0.07 0.18 -0.328
H -5.112 0.921 1.861 -0.12 -0.08 0.10 0.358
H -9.069 -0.102 2.068 0.11 -0.13 0.08 0.415
H -8.479 -0.965 0.618 0.05 -0.02 0.08 0.339
```
Positions in Å, forces in eV/Å.

The strongest force on any atom comes out at 3.072 eV/A. As for the net charge: +1. Its HOMO-LUMO gap is 6.496 eV. The LUMO energy is -4.423 eV.



- The lowest strongest force on any atom belongs to which entry?
  C20H55GeN4RhSSi3